87
Properties=species:S:1:pos:R:3 method="wB97M-V/def2-TZVPD" orbital_gap_ha=0.31532 charge=+2 de_lowest_kcal_mol=22.52
Sr 0.82536 -0.85367 -0.38480
C 3.61221 -1.43232 0.96528
N 3.21564 -0.98841 -0.36793
C 3.84568 0.28779 -0.68028
C 3.29578 1.38657 0.18489
C 4.13366 2.28528 0.83429
C 3.57452 3.28751 1.61106
C 2.19250 3.35144 1.70505
C 1.43822 2.41439 1.01987
N 1.96893 1.45552 0.27149
C 3.54749 -2.00174 -1.35817
C 2.76721 -3.27042 -1.14162
C 3.25680 -4.49539 -1.58205
C 2.49096 -5.63266 -1.38138
C 1.27486 -5.50889 -0.72507
C 0.87128 -4.25038 -0.31774
N 1.58966 -3.15655 -0.53685
C 2.79955 -0.82207 2.07057
C 3.39895 -0.23631 3.17859
C 2.60243 0.17369 4.23552
C 1.23189 -0.02411 4.15731
C 0.72083 -0.57925 2.99722
N 1.47919 -0.95937 1.97687
H 3.43785 -2.50924 1.03557
H 4.68026 -1.25960 1.14816
H 4.93854 0.24303 -0.56413
H 3.62680 0.54632 -1.72198
H 5.20409 2.20644 0.72606
H 4.19536 3.99979 2.13344
H 1.70843 4.11317 2.29399
H 0.35698 2.43447 1.06390
H 3.28803 -1.61507 -2.34975
H 4.62362 -2.23119 -1.36512
H 4.21410 -4.55432 -2.07514
H 2.83961 -6.59454 -1.72222
H 0.65160 -6.36677 -0.54062
H -0.06308 -4.10394 0.20797
H 4.46905 -0.10780 3.21535
H 3.04273 0.62590 5.10926
H 0.58029 0.24160 4.97462
H -0.34331 -0.74950 2.87420
N 0.24380 0.13864 -2.81437
C 0.39376 -0.63782 -4.05188
C -0.45417 -1.90330 -3.98429
N 0.13641 -2.82245 -3.01537
H -0.73148 0.44177 -2.78180
H 0.78371 0.99716 -2.91012
H 1.44330 -0.92054 -4.17590
H 0.10123 -0.04400 -4.92684
H -0.52488 -2.33835 -4.98899
H -1.46516 -1.64489 -3.65502
H 0.99639 -3.19677 -3.41135
H -0.47943 -3.61842 -2.87744
Cl -2.06727 -2.11391 -0.52352
C -3.30987 -1.51303 0.52169
C -4.35494 -2.34076 0.89095
C -5.35623 -1.84127 1.71093
C -5.29106 -0.53538 2.16824
C -4.24285 0.28568 1.79204
C -3.24177 -0.18530 0.94436
P -1.84863 0.85778 0.37292
C -2.48133 1.47078 -1.23187
C -3.68482 1.08572 -1.80887
C -4.06163 1.61636 -3.03440
C -3.24018 2.51610 -3.69548
C -2.04517 2.91914 -3.11376
C -1.67240 2.40279 -1.88661
C -2.10841 2.35515 1.39947
C -1.68596 2.28428 2.72760
C -1.85323 3.36250 3.57506
C -2.43050 4.53010 3.09988
C -2.83646 4.61322 1.77870
C -2.67863 3.53317 0.92685
H -4.39993 -3.35709 0.53460
H -6.18559 -2.47227 1.98801
H -6.06671 -0.14718 2.80976
H -4.20963 1.30534 2.14604
H -4.32800 0.38046 -1.30363
H -5.00862 1.32694 -3.46301
H -3.53686 2.91695 -4.65217
H -1.41765 3.64524 -3.61031
H -0.75305 2.72428 -1.40793
H -1.23939 1.36900 3.09266
H -1.53368 3.29535 4.60412
H -2.56377 5.37358 3.75735
H -3.28038 5.52162 1.40357
H -3.01342 3.61423 -0.09555